Entry from the OMol25 dataset: a 12-piece molecular cluster, C42H102O19 overall in a non-equilibrium geometry (wB97M-V/def2-TZVPD).

The calculation puts the maximum force at 2.9 eV/Å. The electronic energy comes out at -3090.4529 hartree. The HOMO-LUMO gap is 9.667 eV. Its structure (SMILES) is C1CCOC1.C1CCOC1.C1CCOC1.COCCOC.COCCOC.COCCOC.COCCOC.COCCOC.COCCOC.COCCOC.CO.CO. The calculation puts the energy above the lowest of the compared OMol25 structures with the same formula, charge and spin at 40.90 kcal/mol.

The geometry in ORCA input format:
```
! wB97M-V def2-TZVPD RIJCOSX def2/J DEFGRID3
* xyz 0 1
C -1.1251 1.7929 0.8611
C -1.3563 0.5442 1.5846
C -0.5908 -0.5289 0.9060
O 0.1334 0.1852 -0.1458
C -0.6006 1.3182 -0.4550
H -0.3252 2.3503 1.3485
H -1.9963 2.4421 0.7742
H -2.4320 0.4001 1.4842
H -0.9837 0.6187 2.6062
H -1.3044 -1.2119 0.4450
H 0.1055 -1.1061 1.5143
H -1.3985 1.0561 -1.1497
H -0.0279 2.0851 -0.9765
C 4.3907 4.7166 3.8503
C 4.4415 3.4038 4.5886
C 5.8548 2.8914 4.2984
O 6.1093 3.4627 3.0222
C 5.0702 4.2859 2.5833
H 4.9585 5.4908 4.3663
H 3.4125 5.1544 3.6512
H 3.6487 2.8191 4.1219
H 4.2288 3.6154 5.6364
H 5.8760 1.8017 4.2837
H 6.5012 3.3225 5.0629
H 4.2755 3.7941 2.0223
H 5.4682 5.1079 1.9883
C 2.3064 -10.5783 -2.6222
C 1.8433 -9.8254 -1.4017
C 1.0560 -8.6207 -2.0181
O 1.5445 -8.5643 -3.3746
C 2.6859 -9.4491 -3.5602
H 1.5032 -11.1651 -3.0679
H 3.1308 -11.2442 -2.3673
H 2.7019 -9.4538 -0.8426
H 1.2906 -10.4543 -0.7038
H 1.2412 -7.7013 -1.4626
H -0.0135 -8.8305 -2.0309
H 3.6107 -8.9234 -3.3226
H 2.7982 -9.7282 -4.6079
C -8.4683 -2.0346 -0.6584
O -8.0516 -1.1420 -1.6753
H -8.9481 -1.5170 0.1723
H -9.0801 -2.7837 -1.1610
H -7.6106 -2.5022 -0.1750
H -7.6014 -1.6430 -2.3593
C -8.7668 4.8503 0.4719
O -8.2398 4.6696 -0.8283
H -9.7183 4.3239 0.5477
H -8.0486 4.4222 1.1712
H -8.8631 5.9157 0.6809
H -8.1672 3.7283 -1.0025
C 12.6702 -4.5349 -2.0860
O 11.3436 -4.5298 -2.5117
C 10.6909 -3.2977 -2.1707
C 9.1456 -3.3657 -2.3970
O 8.4558 -4.2244 -1.4625
C 7.1528 -3.8704 -1.0469
H 13.2197 -5.4307 -2.3753
H 12.7677 -4.4481 -1.0038
H 13.2906 -3.7198 -2.4586
H 10.9961 -2.4318 -2.7582
H 10.8087 -3.1406 -1.0986
H 8.8440 -3.5604 -3.4262
H 8.7589 -2.3495 -2.3202
H 7.1406 -2.9439 -0.4729
H 6.7744 -4.6401 -0.3742
H 6.4323 -3.8047 -1.8622
C -6.5727 0.4405 -7.1041
O -5.2615 0.1940 -6.7866
C -4.7406 -0.9985 -7.2754
C -5.4556 -2.3071 -6.9618
O -5.4214 -2.7323 -5.5743
C -4.1527 -3.2446 -5.1664
H -7.3229 -0.0994 -6.5264
H -6.8304 0.3997 -8.1625
H -6.8163 1.4776 -6.8734
H -3.7183 -1.0088 -6.8972
H -4.6466 -0.8684 -8.3536
H -5.1931 -3.2140 -7.5066
H -6.4847 -2.1663 -7.2924
H -3.2641 -2.6348 -5.3290
H -3.8973 -4.1253 -5.7557
H -4.1848 -3.5531 -4.1214
C -4.6135 6.6335 5.7523
O -5.1403 7.7592 5.1339
C -4.3415 8.9490 5.3326
C -5.1260 10.1022 4.8182
O -5.9690 10.6394 5.9025
C -6.7397 11.7494 5.4477
H -5.3347 5.8332 5.5864
H -4.5333 6.8114 6.8247
H -3.6213 6.4300 5.3496
H -3.4242 8.9539 4.7439
H -4.1182 9.1496 6.3804
H -5.7273 9.7707 3.9717
H -4.4139 10.8408 4.4499
H -7.6056 11.8039 6.1075
H -7.0411 11.7663 4.4004
H -6.2093 12.6705 5.6893
C 3.5299 -0.2583 -7.1783
O 3.7486 -1.3478 -8.0745
C 3.0174 -2.5036 -7.7720
C 3.7295 -3.7645 -8.3507
O 3.7329 -3.7144 -9.7998
C 4.7410 -4.4926 -10.4906
H 3.9695 -0.5673 -6.2300
H 2.4692 -0.0247 -7.0871
H 4.0480 0.6348 -7.5279
H 2.0148 -2.4428 -8.1951
H 2.9346 -2.6369 -6.6934
H 3.1896 -4.6735 -8.0859
H 4.7412 -3.8149 -7.9481
H 4.4557 -4.3640 -11.5347
H 4.8052 -5.5171 -10.1242
H 5.7094 -4.0338 -10.2912
C -2.2010 -6.7394 3.7216
O -0.8221 -6.3169 3.8768
C -0.1392 -7.0170 4.9102
C 1.2569 -6.4558 5.1833
O 1.2269 -5.1340 5.7318
C 2.4276 -4.4281 5.7561
H -2.2454 -7.7653 3.3562
H -2.7365 -6.1250 2.9978
H -2.5949 -6.5060 4.7108
H -0.0193 -8.0841 4.7228
H -0.7225 -6.9731 5.8300
H 1.6357 -6.3626 4.1655
H 1.8692 -7.1199 5.7934
H 2.8138 -4.3513 4.7396
H 3.0914 -5.0004 6.4042
H 2.3989 -3.4337 6.2014
C -1.1977 8.1388 -2.8935
O 0.1631 8.5340 -3.0476
C 0.6456 8.2493 -4.3343
C 2.1953 8.3218 -4.3268
O 2.5314 9.6963 -4.2797
C 3.9413 9.9476 -4.0287
H -1.4994 8.5324 -1.9229
H -1.4395 7.0789 -2.9731
H -1.7486 8.6440 -3.6868
H 0.3022 8.9196 -5.1223
H 0.2985 7.2606 -4.6346
H 2.5335 7.8057 -5.2253
H 2.6358 7.7811 -3.4891
H 4.3482 9.4874 -3.1283
H 4.0305 11.0257 -3.8958
H 4.5656 9.6355 -4.8660
C -2.2135 -0.0566 11.5823
O -2.7925 -0.9519 10.7062
C -2.5115 -0.7360 9.3071
C -3.4205 -1.4932 8.3802
O -4.7696 -0.9538 8.4050
C -5.5807 -1.4250 7.4101
H -2.5806 0.9464 11.3645
H -1.1588 -0.2336 11.3718
H -2.4449 -0.2865 12.6223
H -1.4735 -0.9759 9.0767
H -2.6316 0.3284 9.1051
H -3.4701 -2.5301 8.7128
H -2.9501 -1.4257 7.3992
H -5.3133 -1.0012 6.4421
H -6.6187 -1.1220 7.5469
H -5.4914 -2.4996 7.2503
*
```